The following is a DFT calculation (the ωB97M-V functional and the def2-TZVPD basis) of a structure of composition C2H4N4.

Calculated values
**Energy above the lowest of the compared OMol25 structures with the same formula, charge and spin**: 478.03 kJ/mol
**Gap between HOMO and LUMO (alpha / beta)**: 0.2961 / 0.2960 hartree
**Calculated total energy**: -8094.360 eV
**LUMO level (alpha / beta)**: 0.40 / 0.40 eV

Positions of all 10 atoms, in Å:
N: 0.8511 0.3555 1.2186
C: 0.2569 0.1810 0.0496
C: -0.0881 -1.1527 -0.5543
N: -1.3337 -0.9439 -0.7799
N: -1.5917 0.3811 -0.3673
N: -0.3128 1.2067 -0.6268
H: 0.8829 1.2904 1.6031
H: 0.9875 -0.4268 1.8426
H: 0.4993 -2.0405 -0.7502
H: -0.1515 1.1492 -1.6353